Entry 1:
{
  "formula": "C37H54CeCl3N4O2S3Si4",
  "method": "ωB97M-V/def2-TZVPD",
  "total_charge": -2,
  "s_squared": 0.798,
  "spin_multiplicity": 2,
  "gap_ha": [0.068, 0.070],
  "elements": ["Ce", "C", "N", "C", "C", "N", "C", "C", "C", "C", "C", "C", "C", "S", "C", "C", "C", "C", "C", "C", "S", "H", "H", "H", "H", "H", "H", "H", "H", "H", "H", "H", "H", "H", "H", "H", "H", "H", "H", "Cl", "C", "C", "C", "Cl", "C", "O", "C", "Cl", "C", "H", "H", "O", "S", "N", "C", "Si", "C", "C", "Si", "Si", "C", "C", "C", "Si", "C", "C", "C", "H", "H", "H", "H", "H", "H", "H", "H", "H", "H", "H", "H", "H", "H", "H", "H", "H", "H", "H", "H", "H", "H", "H", "H", "H", "H", "H", "C", "C", "C", "C", "N", "C", "C", "H", "H", "H", "H", "H", "H", "H"],
  "xyz": [[-0.05003, -1.41564, 1.98000], [-0.02072, -4.67190, 4.00959], [-1.06559, -4.20106, 3.07278], [-1.23968, -5.03913, 1.81955], [0.02202, -5.18520, 1.01190], [0.15255, -4.07554, -0.01433], [1.64658, -4.08254, -0.36161], [-0.73956, -4.10568, -1.10128], [-0.47251, -5.00231, -2.18052], [-1.31020, -5.03418, -3.27393], [-2.31964, -4.09034, -3.45326], [-2.61244, -3.12231, -2.46300], [-1.83516, -3.17197, -1.24896], [-2.27477, -1.92948, -0.09413], [-2.18000, -3.49997, 3.56509], [-3.47095, -3.89816, 3.18912], [-4.65592, -3.15740, 3.45859], [-4.57335, -2.06113, 4.26898], [-3.30505, -1.62569, 4.66781], [-2.12491, -2.24687, 4.26196], [-0.60761, -1.54021, 4.72947], [-0.53946, -4.79371, 4.99725], [0.71108, -3.89428, 4.16138], [0.33881, -5.66517, 3.67764], [-1.97552, -4.54025, 1.18050], [-1.65351, -6.05945, 2.06305], [0.01571, -6.16839, 0.41564], [0.97759, -5.15895, 1.57435], [1.97436, -5.14467, -0.55557], [2.21122, -3.59885, 0.47384], [1.80058, -3.56337, -1.29582], [0.32478, -5.76125, -2.04255], [-1.12836, -5.78615, -4.06723], [-2.90948, -4.01882, -4.37577], [-3.48116, -2.45353, -2.55102], [-3.51589, -4.85995, 2.64746], [-5.64349, -3.55612, 3.23144], [-5.46891, -1.48123, 4.59109], [-3.22709, -0.78273, 5.30897], [6.95398, -3.05314, 5.54001], [5.45523, -3.02992, 4.79786], [4.74604, -1.87558, 4.86542], [3.56260, -1.79997, 4.06715], [2.67112, -0.33779, 3.80685], [3.04231, -2.89344, 3.25012], [2.00563, -2.63112, 2.43711], [3.76289, -4.10851, 3.32990], [3.27796, -5.60413, 2.59278], [4.92122, -4.13847, 4.10417], [5.18233, -0.99952, 5.38532], [5.50346, -5.08269, 4.14341], [1.03384, -0.51798, -0.07337], [0.50830, 0.18219, -1.30986], [1.20093, 1.39679, -1.83977], [2.23053, 4.92427, -0.53742], [2.51073, 4.62502, -2.37265], [1.75150, 6.20447, -3.23169], [4.33708, 4.47490, -2.74277], [1.02032, 2.88563, -2.79356], [-1.08090, 3.76433, -2.65072], [-1.82111, 5.16181, -3.69822], [-2.21246, 2.32105, -3.04678], [-1.31140, 3.94406, -0.77541], [1.49260, 2.48590, -5.18597], [1.18377, 0.63884, -5.31365], [0.03286, 3.27444, -6.03790], [3.10549, 3.14192, -5.98693], [3.18457, 5.25856, -0.09096], [2.01105, 3.92157, -0.05922], [1.40172, 5.56615, -0.24682], [1.87620, 7.02476, -2.54633], [0.69038, 6.05204, -3.46339], [2.27654, 6.52966, -4.13606], [4.89934, 4.07820, -1.85244], [4.66786, 5.51467, -2.95832], [4.49294, 3.82549, -3.59978], [-2.41151, 4.65432, -4.49355], [-1.08412, 5.81206, -4.14260], [-2.57034, 5.74178, -3.15366], [-2.50308, 2.14860, -4.09150], [-3.11007, 2.51676, -2.52899], [-1.82167, 1.34739, -2.61666], [-0.54572, 3.45666, -0.12281], [-2.30634, 3.56930, -0.46028], [-1.38840, 4.99195, -0.56267], [1.10253, 0.34995, -6.37602], [0.31262, 0.18683, -4.82825], [2.03682, 0.01218, -4.96580], [-0.86426, 2.78900, -5.76651], [0.20261, 3.16709, -7.10755], [-0.09108, 4.34646, -5.83525], [3.43945, 4.09501, -5.60679], [3.05240, 3.26129, -7.08812], [3.91075, 2.39433, -5.83489], [-2.93888, 4.04882, 4.48967], [-2.43101, 2.90145, 3.70027], [-3.29041, 1.89072, 3.21264], [-2.79715, 0.75672, 2.57570], [-1.49930, 0.70605, 2.22479], [-0.66837, 1.64854, 2.68888], [-1.08285, 2.68996, 3.51975], [-2.68150, 4.99479, 4.04242], [-2.53784, 3.99682, 5.52522], [-3.98457, 3.99428, 4.56943], [-4.37965, 2.01417, 3.31517], [-3.45999, -0.03005, 2.27473], [0.37231, 1.59100, 2.34609], [-0.32314, 3.27480, 4.04845]]
}

Entry 2:
{
  "formula": "C37H55F5N7O5Si2SnTe2",
  "method": "ωB97M-V/def2-TZVPD",
  "total_charge": 3,
  "gap_ha": 0.258,
  "elements": ["Sn", "C", "O", "C", "N", "C", "C", "C", "C", "C", "C", "C", "C", "C", "C", "C", "C", "N", "C", "N", "C", "C", "O", "C", "C", "C", "C", "C", "C", "H", "H", "H", "H", "H", "H", "H", "H", "H", "H", "H", "H", "H", "H", "H", "H", "H", "H", "H", "N", "C", "C", "C", "C", "N", "C", "N", "N", "C", "O", "O", "H", "H", "H", "H", "H", "H", "H", "H", "H", "H", "H", "H", "H", "H", "C", "Si", "C", "C", "C", "Te", "C", "Si", "C", "C", "C", "H", "H", "H", "H", "H", "H", "H", "H", "H", "H", "H", "H", "H", "H", "H", "H", "H", "H", "H", "H", "H", "H", "F", "Te", "F", "F", "F", "F", "O"],
  "xyz": [[-1.07241, -0.51146, -0.91809], [2.14856, -3.28025, 1.38428], [2.58606, -2.92399, 0.03127], [2.38118, -1.66271, -0.12628], [1.85754, -1.01590, 0.87893], [1.37832, -2.04694, 1.88295], [1.62025, -1.71444, 3.32517], [0.53950, -1.62592, 4.19400], [0.74408, -1.30060, 5.52823], [2.02979, -1.06446, 5.99433], [3.11595, -1.17097, 5.13194], [2.91193, -1.50272, 3.80177], [2.69029, -1.04418, -1.41572], [3.70209, -1.47542, -2.25568], [3.89157, -0.75333, -3.42997], [3.04705, 0.31079, -3.71474], [2.02157, 0.60816, -2.81640], [1.86935, -0.03870, -1.67709], [0.95715, 1.58518, -3.13126], [-0.24256, 1.45903, -2.73384], [-1.00944, 2.48127, -3.48216], [0.08792, 3.39833, -4.05252], [1.28560, 2.57136, -3.96383], [-2.08097, 3.17836, -2.68679], [-2.88512, 4.11343, -3.33609], [-3.90515, 4.75571, -2.65439], [-4.14664, 4.45898, -1.31828], [-3.35443, 3.52666, -0.66875], [-2.32195, 2.89254, -1.35132], [3.04713, -3.48996, 1.95999], [1.52764, -4.16620, 1.29907], [0.31175, -2.18159, 1.69464], [-0.46626, -1.80640, 3.82866], [-0.09795, -1.23902, 6.20454], [2.19037, -0.81907, 7.03557], [4.11962, -1.01306, 5.50367], [3.76666, -1.59736, 3.13900], [4.32841, -2.31742, -1.99464], [4.67977, -1.02724, -4.11838], [3.15093, 0.88584, -4.62441], [-1.50348, 1.95204, -4.30478], [0.24942, 4.28985, -3.44694], [-0.04766, 3.67175, -5.09392], [-2.71721, 4.34357, -4.38265], [-4.51819, 5.48369, -3.16823], [-4.95146, 4.95150, -0.78989], [-3.53911, 3.28938, 0.37130], [-1.69544, 2.17577, -0.83021], [-1.62148, -1.57525, -2.92819], [-1.54211, -3.05879, -2.79490], [-2.95909, -3.64676, -2.77710], [-3.04441, -5.17295, -2.75982], [-4.49966, -5.64651, -2.72000], [-5.23142, -5.23609, -1.51936], [-5.18331, -5.85187, -0.34323], [-5.82248, -5.33173, 0.70347], [-4.50588, -6.99065, -0.19799], [-0.67802, -3.41825, -1.56470], [-0.48271, -4.56401, -1.25564], [-0.13806, -2.38442, -0.93615], [-2.52275, -1.28970, -3.30190], [-0.91021, -1.22679, -3.56877], [-1.01016, -3.47248, -3.65584], [-3.45637, -3.29026, -3.68658], [-3.50121, -3.22992, -1.93094], [-2.47458, -5.58146, -1.92544], [-2.60099, -5.57460, -3.67368], [-4.56672, -6.73080, -2.81894], [-5.05117, -5.23999, -3.56701], [-5.75864, -4.37870, -1.55882], [-6.29074, -4.44386, 0.63523], [-5.84692, -5.80374, 1.59047], [-4.09171, -7.45215, -0.98843], [-4.55270, -7.50843, 0.66288], [4.39375, 4.33119, 1.86382], [4.78296, 2.91307, 0.72785], [4.45252, 3.27113, -1.07467], [6.50945, 2.30861, 1.05524], [3.75796, 1.30735, 1.09672], [1.68179, 1.09505, 0.81534], [1.07405, 1.51158, 2.75715], [0.56983, 3.39302, 2.91149], [-1.25514, 3.37714, 3.24569], [0.93435, 4.17751, 1.24317], [1.61261, 4.12682, 4.26986], [5.23154, 5.03004, 1.79089], [4.33913, 4.01184, 2.90701], [3.49370, 4.89250, 1.62185], [4.80100, 4.26778, -1.35041], [3.38501, 3.22758, -1.31639], [4.97689, 2.55499, -1.71202], [7.22483, 3.09255, 0.79599], [6.77120, 1.42251, 0.47421], [6.65274, 2.07921, 2.11329], [3.93887, 0.93692, 2.10856], [4.16299, 0.57874, 0.38662], [1.86188, 1.22157, 3.45036], [0.18225, 0.91570, 2.95119], [-1.79073, 2.70865, 2.56666], [-1.67652, 4.37839, 3.13445], [-1.45783, 3.05264, 4.26880], [1.94132, 3.95034, 0.87454], [0.88791, 5.26587, 1.32391], [0.20510, 3.88976, 0.47720], [2.35184, 3.42427, 4.65847], [0.98587, 4.43299, 5.10924], [2.14377, 5.01416, 3.92231], [-2.80485, -2.38403, 0.07117], [-4.05106, -0.98160, 0.50840], [-4.50225, -1.90533, 2.04685], [-5.28563, -2.13551, -0.30946], [-3.71719, -0.47571, -1.30817], [-5.42560, 0.22652, 0.62165], [-2.67884, 0.00046, 1.08047]]
}

Q: Which formula does entry 2 have?
A: C37H55F5N7O5Si2SnTe2